ORCA calculation (the ωB97M-V functional and the def2-TZVPD basis) on an isolated molecule of C2H3OPS2.

Energy relative to the best compared isomer or geometry (same formula, charge and spin) = 143.3 kcal/mol
Gap between HOMO and LUMO (alpha / beta) = 7.03 / 7.14 eV
HOMO (alpha / beta) = -9.25 / -9.31 eV
Electronic energy = -1290.7320 Ha
SMILES = C#C[P@](O)(=S)S
Maximum force = 0.193 hartree/bohr

```
! RIJCOSX wB97M-V def2-TZVPD def2/J DEFGRID3
* xyz 0 1
S 1.79027 1.47695 -0.12583
S -0.27442 1.23809 2.69300
P 0.24908 0.46936 0.96934
O 0.87362 -1.01463 1.08728
C -1.00570 0.23099 -0.17851
C -2.66661 0.63885 -0.74564
H 1.90491 0.43353 -0.95665
H -2.84182 0.37563 -1.76936
H 1.32819 -1.22034 1.90812
*
```

ORCA calculation (the ωB97M-V functional and the def2-TZVPD basis) on a cluster of 9 separate species, C8H35N16O9 in total.

Energy relative to the best compared isomer or geometry (same formula, charge and spin) = 28.3 kcal/mol
Gap between HOMO and LUMO = 9.76 eV
HOMO = -11.58 eV
Electronic energy = -1879.2043 Ha
Maximum force = 0.054 hartree/bohr

```
! RIJCOSX wB97M-V def2-TZVPD def2/J DEFGRID3
* xyz 1 1
O 0.80796 2.44444 -1.03258
O -1.06995 -2.74682 0.80782
O 0.39762 0.20511 0.70077
O 1.29668 3.02139 1.89279
O -0.02035 -0.82141 -1.67973
O -1.46508 0.21034 2.45386
O 2.09502 -0.49730 2.84473
O 2.94607 -2.62121 -2.71068
O -3.00584 0.86247 -0.05619
N 2.63731 2.57483 -2.39412
N 2.54012 -2.68758 2.73713
N 0.69750 3.25937 -3.15413
N -2.67513 -0.37112 4.30012
N -1.75628 -1.32078 -3.05482
N -4.45556 1.22430 -1.75738
N 4.09382 -0.66697 -2.90500
N -3.73563 0.40555 2.52395
N 3.31395 4.09089 1.56401
N -2.75374 2.65899 -1.43027
N 3.12579 -1.17665 -0.98347
N 3.24330 1.98701 2.28935
N 0.30564 -1.86762 -3.64667
N -3.10514 -2.13080 0.17546
N -2.65985 -4.34320 0.46399
N 0.59623 -2.01610 3.63524
C 1.77664 -1.65130 3.10016
C -2.22349 -3.06281 0.52798
C -2.54341 0.08445 3.02165
C 2.51474 3.01368 1.88966
C -3.36381 1.54202 -1.01004
C -0.46306 -1.29027 -2.71637
C 3.38132 -1.56682 -2.23829
C 1.30944 2.72774 -2.10889
H 0.51031 1.15748 0.52131
H 2.77406 1.24007 2.78926
H -2.76655 -1.20225 -0.02906
H 3.10048 2.50498 -1.49820
H -3.53543 -0.21668 4.79494
H -4.62463 0.01207 2.77592
H 4.23123 2.09510 2.15403
H 1.32223 3.82310 -3.70341
H 0.31180 -2.96957 3.76398
H -2.06179 -5.07718 0.80113
H 4.29677 4.07394 1.76267
H -2.32342 -1.00352 -2.28521
H -4.08297 -2.28081 -0.00772
H 1.27622 -1.92105 -3.35233
H -4.87515 1.97201 -2.28456
H -0.06316 -1.25692 3.70079
H -5.05342 0.56118 -1.28966
H 3.45913 -2.48530 2.38549
H 0.46412 -0.31379 -0.13202
H -3.64552 0.66529 1.53986
H 2.06495 -3.57182 2.68697
H -3.54887 -4.57815 0.05951
H 2.72731 -1.93053 -0.44390
H -0.43436 0.04834 1.22549
H -0.06600 -2.38837 -4.41848
H 3.06263 2.52192 -3.30012
H -1.89391 -0.73953 4.81446
H 3.56076 -0.36541 -0.58417
H -3.07237 3.23850 -2.18592
H 4.27540 0.20365 -2.44240
H -1.94281 2.96265 -0.90970
H 2.75217 4.91368 1.73077
H -0.25762 3.48547 -2.92281
H 4.33393 -0.92183 -3.84921
H -2.05834 -1.73049 -3.91774
*
```

ORCA calculation (the ωB97M-V functional and the def2-TZVPD basis) on a structure of composition C27H23ClN3O5SSn.

Energy relative to the best compared isomer or geometry (same formula, charge and spin) = 11.0 kcal/mol
Gap between HOMO and LUMO = 6.19 eV
HOMO = -3.69 eV
Electronic energy = -2655.9298 Ha
Maximum force = 0.050 hartree/bohr

```
! RIJCOSX wB97M-V def2-TZVPD def2/J DEFGRID3
* xyz -1 1
Sn -0.75057 0.93198 -1.77742
Cl -1.84017 5.43731 1.10143
S 0.63397 0.95046 1.80692
O -2.41951 -1.57259 -5.09975
O -0.20603 1.80099 2.65248
O -0.67144 -3.20821 -3.32880
O -1.54780 3.11694 -0.60107
O 0.52835 2.59351 -0.05552
N -2.96556 1.02810 -2.78130
N -1.15122 -0.95789 -3.28853
N 1.29458 -0.65835 -2.03952
C 0.71000 -1.82262 1.61958
C -0.35839 -2.03784 -3.19602
C 3.43178 1.33629 4.74527
C 2.54501 -0.31958 -1.77107
C -0.88743 -2.23538 3.84568
C 3.23521 0.01696 2.31626
C -2.23260 -0.92799 -4.07768
C -0.43658 4.37856 1.10574
C -4.53103 -0.00782 -4.23349
C -0.50974 3.27392 0.04719
C 3.63628 -0.99699 -2.28705
C -5.51125 0.88602 -3.84835
C 4.35692 -0.15224 3.10861
C -3.89183 1.90094 -2.42130
C 4.45265 0.49796 4.32878
C -0.54858 -0.94748 3.46836
C 1.06250 -1.68754 -2.83922
C 3.40416 -2.09080 -3.10894
C -1.74142 -0.31544 -0.14134
C 0.25813 -0.74840 2.36625
C 2.09637 -2.44526 -3.38423
C -5.18321 1.86332 -2.92022
C 2.30426 1.49755 3.95901
C -3.26157 0.09044 -3.66906
C -0.40890 -3.31791 3.12571
C 2.19828 0.82201 2.75768
C 0.38619 -3.11006 2.00786
H -0.92373 -0.08457 3.99719
H 0.73937 -3.95342 1.43200
H 4.23283 -2.64472 -3.53008
H -1.53076 -2.39530 4.69813
H 3.51121 1.86115 5.68611
H 0.45299 4.98949 0.94885
H 5.15675 -0.79977 2.77425
H 3.15413 -0.49751 1.36937
H -5.91483 2.58358 -2.58784
H 5.31943 0.34647 4.95734
H 1.27594 -1.65109 0.71603
H 1.84792 -3.28151 -4.01970
H -6.50883 0.83670 -4.26642
H -4.70619 -0.78885 -4.95791
H -3.57144 2.63779 -1.70105
H 2.65724 0.53888 -1.12324
H -2.78835 -0.48380 -0.38411
H -0.67088 -4.32316 3.42716
H -1.69558 0.19334 0.81804
H -1.26099 -1.28856 -0.05158
H -0.38379 3.89262 2.07994
H 4.64115 -0.67903 -2.04877
H 1.48657 2.12839 4.27337
*
```

ORCA calculation (the ωB97M-V functional and the def2-TZVPD basis) on a cluster of 2 separate species, C2H9N3O in total.

Energy relative to the best compared isomer or geometry (same formula, charge and spin) = 40.0 kcal/mol
Gap between HOMO and LUMO = 10.42 eV
HOMO = -9.51 eV
Electronic energy = -321.0680 Ha
SMILES = NC=O.NCN
Maximum force = 0.072 hartree/bohr

```
! RIJCOSX wB97M-V def2-TZVPD def2/J DEFGRID3
* xyz 0 1
O -3.63302 -0.40320 0.35947
N 2.68411 0.73674 -0.29305
N -1.54570 -1.36977 0.26089
N 0.28992 0.96654 -0.94977
C -2.78472 -1.19838 0.80674
C 1.35934 0.81491 0.20953
H 1.04125 -0.16773 0.71244
H 2.85696 -0.00815 -0.87492
H 3.44692 0.81096 0.40129
H -1.26134 -2.38395 0.07636
H -0.11044 1.99223 -1.00374
H -3.00815 -1.90986 1.67351
H -1.23306 -0.64703 -0.36066
H 0.81685 1.13311 -1.87549
H 1.08109 1.63359 0.85741
*
```

ORCA calculation (the ωB97M-V functional and the def2-TZVPD basis) on a cluster of 6 separate species, H12O6 in total.

Energy relative to the best compared isomer or geometry (same formula, charge and spin) = 32.9 kcal/mol
Gap between HOMO and LUMO (alpha / beta) = 11.12 / 3.34 eV
HOMO (alpha / beta) = -14.92 / -14.76 eV
Electronic energy = -458.2192 Ha
Expectation value of S² = 0.758
Maximum force = 0.037 hartree/bohr

```
! RIJCOSX wB97M-V def2-TZVPD def2/J DEFGRID3
* xyz 1 2
O -4.57561 1.31271 3.49370
O -7.22799 1.45473 5.71405
O -4.40148 1.12175 6.25441
O -4.86840 2.55390 9.21318
O -1.77320 0.45034 5.02144
O -2.51829 0.84185 8.84450
H -3.81446 1.28878 2.91377
H -2.59863 -0.09726 9.01142
H -4.45930 1.12404 5.29896
H -4.25224 3.15383 8.79287
H -1.73061 1.39678 5.15812
H -2.66473 0.21116 5.27481
H -2.66938 0.93215 7.90363
H -4.66361 2.23448 3.73627
H -4.67362 1.70016 8.82666
H -8.09124 1.85021 5.83501
H -5.30185 0.98464 6.54899
H -7.40971 0.53253 5.53313
*
```

ORCA calculation (the ωB97M-V functional and the def2-TZVPD basis) on an isolated molecule of C5H6O.

Energy relative to the best compared isomer or geometry (same formula, charge and spin) = 64.1 kcal/mol
Gap between HOMO and LUMO = 8.89 eV
HOMO = -8.95 eV
Electronic energy = -269.2441 Ha
SMILES = CC=C=CC=O
Maximum force = 0.014 hartree/bohr

```
! RIJCOSX wB97M-V def2-TZVPD def2/J DEFGRID3
* xyz 0 1
O -0.96036 2.74189 -0.76930
C -0.23587 0.12508 -0.40830
C 1.17110 -1.61112 -0.01707
C 0.43157 -0.77442 -1.05329
C -1.07327 2.22974 0.32622
C -0.77470 0.82310 0.56894
H 0.17433 -1.15029 -2.03996
H 1.92550 -1.06914 0.55530
H -1.13396 0.31968 1.46800
H 0.41859 -1.97257 0.70154
H -1.53381 2.76471 1.17636
H 1.59535 -2.46959 -0.52001
*
```

ORCA calculation (the ωB97M-V functional and the def2-TZVPD basis) on a cluster of 3 separate species, C14H32BrN2O in total.

Energy relative to the best compared isomer or geometry (same formula, charge and spin) = 21.8 kcal/mol
Gap between HOMO and LUMO = 7.57 eV
HOMO = -10.49 eV
Electronic energy = -3311.1246 Ha
Maximum force = 0.064 hartree/bohr

```
! RIJCOSX wB97M-V def2-TZVPD def2/J DEFGRID3
* xyz 1 1
Br 1.13910 0.64923 -3.47975
O -0.01961 -4.26410 -2.75816
N -0.00101 -2.81324 -4.70911
N -0.02611 0.54133 0.81246
C 2.08340 -3.64703 -3.59849
C 0.59227 -3.67338 -3.62082
C 3.31463 2.50253 1.09837
C -1.72223 2.18486 4.03725
C 1.08690 1.48048 0.43656
C -2.00610 3.60261 4.58736
C 0.38302 -0.97495 0.63349
C -1.50529 -2.58652 -4.68049
C -0.39246 0.73075 2.38929
C -0.92821 2.17375 2.72232
C -1.75852 -0.77476 -0.40960
C -0.87665 -1.71691 0.35850
C -1.31187 0.61359 -0.09854
C 2.32711 1.44691 1.39459
H 0.95611 -1.36113 1.47641
H 0.38323 -1.89904 -4.51751
H 2.89922 3.50967 1.06343
H -2.39962 3.44719 5.59190
H -1.87386 -3.57639 -4.94959
H -2.71644 1.74108 3.98516
H 0.35051 0.34256 3.08601
H 0.29116 -3.12577 -5.62402
H 2.06823 1.48702 2.45264
H -2.65034 4.23760 3.97923
H -1.68695 2.42239 1.98030
H 0.95839 -0.98116 -0.29226
H -1.84329 -2.28057 -3.69041
H 3.74625 2.38390 0.10452
H 2.44316 -2.62109 -3.52029
H 2.53289 -4.11577 -4.47390
H -2.81541 -0.93911 -0.19964
H 2.47487 -4.23796 -2.77045
H -1.22473 1.61841 4.82448
H -2.03985 1.26610 0.38352
H -1.11996 4.22460 4.71379
H -0.18548 2.97136 2.73888
H -1.07130 1.04853 -1.06862
H -0.66732 -2.63022 -0.19841
H 0.60093 2.45597 0.45494
H -1.14909 -0.04957 2.47117
H -1.34474 -2.09215 1.26855
H 2.76968 0.45533 1.29973
H 1.23497 1.21192 -0.60941
H -1.61114 -1.04254 -1.45586
H 4.17153 2.49380 1.77196
H -1.85979 -1.84029 -5.39152
*
```